No. 1
One molecule with the formula C6H14OSi in a non-equilibrium geometry, computed with ωB97M-V/def2-TZVPD.

Geometry (Å):
1 Si 1.150151 0.626958 0.255552
2 O -0.334434 0.192991 0.928528
3 C 0.736279 1.717169 -1.232901
4 C -1.176022 -0.594148 0.242336
5 C -2.385258 -0.961518 0.687458
6 C 2.123969 1.647439 1.507491
7 C 1.936084 -0.857377 -0.537022
8 C -3.209019 -1.826976 -0.161856
9 H 2.745311 -1.318699 0.031012
10 H 2.294107 -0.528422 -1.516061
11 H 1.618327 2.516623 1.913246
12 H -2.706470 -2.800506 -0.320014
13 H 0.378155 1.135635 -2.056450
14 H 1.171511 -1.605617 -0.714218
15 H -3.395928 -1.376421 -1.145450
16 H -0.074480 2.318586 -0.840628
17 H -2.766358 -0.511969 1.595502
18 H 2.314070 0.985059 2.356642
19 H -4.162246 -2.103115 0.276167
20 H 1.547013 2.355347 -1.565596
21 H -0.850573 -0.966803 -0.715089
22 H 3.045811 1.955765 1.011351

Atomic forces in eV per Å
Si -0.4 1.1 -0.7
O 1.0 0.5 0.3
C 0.1 -0.1 1.3
C -1.4 -0.6 0.7
C 1.3 1.3 0.0
C -0.4 -1.1 -0.1
C 0.5 -0.1 0.4
C -0.5 -1.4 -0.8
H 0.0 -0.1 -0.1
H 0.2 -0.1 0.1
H -0.2 0.1 -0.2
H -0.2 0.4 -0.1
H -0.3 -0.3 -0.6
H -0.1 -0.2 0.0
H -0.1 -0.2 0.2
H -0.3 0.5 -0.3
H 0.0 -0.2 0.1
H 0.4 0.1 0.0
H -0.2 0.2 0.1
H 0.1 0.1 0.0
H 0.3 -0.1 -0.3
H 0.1 0.0 0.3

**Frontier orbital gap**: 9.161 eV
**Net charge**: 0
**Energy above the lowest of the compared OMol25 structures with the same formula, charge and spin**: 66.4 kJ/mol
**SMILES string**: C/C=C/O[Si](C)(C)C
**E**: -601.77585 Ha
**HOMO**: -8.29 eV
**Molecular weight**: 130.26 u

So, what does the natural (NBO) scheme give us? The charges, in e, come out as: atom 1 (Si): 1.865, atom 2 (O): -0.835, atom 3 (C): -1.134, atom 4 (C): 0.138, atom 5 (C): -0.283, atom 6 (C): -1.119, atom 7 (C): -1.149, atom 8 (C): -0.643, atom 9 (H): 0.243, atom 10 (H): 0.242, atom 11 (H): 0.251, atom 12 (H): 0.211, atom 13 (H): 0.230, atom 14 (H): 0.245, atom 15 (H): 0.213, atom 16 (H): 0.235, atom 17 (H): 0.209, atom 18 (H): 0.240, atom 19 (H): 0.218, atom 20 (H): 0.236, atom 21 (H): 0.149, atom 22 (H): 0.240

No. 2
One molecule with the formula C6H14P2 in a non-equilibrium geometry, computed with ωB97M-V/def2-TZVPD.

Geometry (Å):
1 P 1.200215 -0.001866 0.678328
2 P -0.740251 1.805231 -0.583854
3 C 1.379136 -0.467442 2.513619
4 C -0.578850 0.134446 0.661087
5 C -2.149512 1.154874 -1.587582
6 C 1.354728 -1.692521 -0.149188
7 C -1.467286 -0.666002 1.229222
8 C 0.696549 1.692734 -1.772608
9 H -2.507763 -0.700635 1.032756
10 H 0.978745 0.668489 -1.911054
11 H 0.336772 -2.023332 -0.055893
12 H 1.672014 -1.771230 -1.156105
13 H -1.667101 0.128739 -1.955060
14 H 0.927828 0.443474 2.825192
15 H 1.523175 2.228238 -1.426263
16 H -2.325941 1.863898 -2.359897
17 H -3.101906 0.909204 -0.985063
18 H 2.024123 -2.381067 0.391284
19 H 2.427616 -0.653864 2.655955
20 H -1.124060 -1.474991 1.838247
21 H 0.344997 2.072974 -2.694589
22 H 0.796772 -1.269353 2.811466

Atomic forces in eV per Å
P 1.6 -1.4 1.3
P -1.0 -1.2 2.3
C 0.7 1.0 -2.8
C -0.1 2.4 -2.5
C 0.8 -3.1 0.8
C -0.1 0.0 1.5
C 0.6 0.3 -0.6
C -1.7 -1.5 0.7
H -1.0 0.5 -0.1
H 0.3 -0.6 -0.3
H -0.3 -0.8 -0.2
H 0.2 0.5 -1.2
H -1.6 2.1 0.2
H 0.3 0.8 1.4
H 1.1 0.9 0.6
H -0.5 0.2 -0.9
H 1.7 0.6 -0.9
H -0.3 0.4 0.2
H 0.4 0.4 0.7
H 0.3 -0.4 0.5
H -0.4 0.6 -1.1
H -1.1 -1.7 0.5

**Frontier orbital gap**: 9.049 eV
**Net charge**: 0
**Energy above the lowest of the compared OMol25 structures with the same formula, charge and spin**: 172.5 kJ/mol
**SMILES string**: C=C(P(C)C)P(C)C
**E**: -919.61360 Ha
**HOMO**: -8.20 eV
**Molecular weight**: 148.13 u

So, what does the natural (NBO) scheme give us? The charges, in e, come out as: atom 1 (P): 0.754, atom 2 (P): 0.757, atom 3 (C): -0.886, atom 4 (C): -0.529, atom 5 (C): -0.950, atom 6 (C): -0.922, atom 7 (C): -0.416, atom 8 (C): -0.918, atom 9 (H): 0.200, atom 10 (H): 0.221, atom 11 (H): 0.226, atom 12 (H): 0.225, atom 13 (H): 0.220, atom 14 (H): 0.228, atom 15 (H): 0.243, atom 16 (H): 0.226, atom 17 (H): 0.245, atom 18 (H): 0.230, atom 19 (H): 0.225, atom 20 (H): 0.190, atom 21 (H): 0.228, atom 22 (H): 0.204

No. 3
An isolated ion of composition C6H14P2 and charge +2 in a non-equilibrium geometry, computed with ωB97M-V/def2-TZVPD.

Geometry (Å):
1 P 1.348669 -0.074648 -0.037034
2 P -1.295634 -0.025913 0.059858
3 C 1.903457 1.600586 -0.287260
4 C 0.034251 -0.267607 -1.287561
5 C -1.856055 1.662960 0.292525
6 C -2.619702 -1.262572 -0.154122
7 C 2.648535 -1.308541 0.189029
8 C 0.005499 -0.290233 1.403611
9 H 0.155234 -1.309362 1.846461
10 H -2.990963 -1.673023 0.743548
11 H 2.625646 1.811980 -1.102674
12 H 2.922840 -1.464945 1.230679
13 H -1.945808 2.067142 1.358491
14 H 1.013180 2.180000 -0.548204
15 H -3.298028 -0.747095 -0.849117
16 H -2.307681 -2.295381 -0.479405
17 H 3.393365 -1.179366 -0.517048
18 H -0.185226 -1.051099 -2.175090
19 H -2.910506 1.801974 -0.190207
20 H 2.321102 1.996037 0.642739
21 H 2.238839 -2.394621 0.039940
22 H -1.201011 2.223729 -0.179164

Atomic forces in eV per Å
P -0.2 -0.7 1.0
P 0.6 -1.3 0.9
C 0.2 0.9 0.1
C -1.6 -2.0 0.2
C -5.2 -1.6 2.2
C 1.4 -0.5 -1.1
C -3.0 -2.8 0.7
C 1.0 -1.0 -3.6
H -0.4 1.2 0.2
H -1.2 0.8 1.7
H -0.3 -0.8 0.3
H 0.5 1.0 0.1
H 0.2 -1.2 -1.2
H 0.1 0.1 0.2
H -0.3 -0.6 0.4
H 0.4 1.3 -0.9
H 1.9 0.4 -1.1
H 0.8 2.2 2.0
H 1.9 -0.3 0.7
H 0.0 0.0 0.0
H 0.2 1.9 -0.3
H 3.0 3.1 -2.5

**Frontier orbital gap (spin up / spin down)**: 10.745 / 8.502 eV
**Net charge**: +2
**E**: -918.88016 Ha
**Multiplicity**: 3
**HOMO (spin up / spin down)**: -18.52 / -19.82 eV
**Molecular weight**: 148.13 u

So, what does the natural (NBO) scheme give us? The charges, in e, come out as: atom 1 (P): 1.403, atom 2 (P): 1.379, atom 3 (C): -0.990, atom 4 (C): -0.634, atom 5 (C): -0.969, atom 6 (C): -0.965, atom 7 (C): -0.972, atom 8 (C): -0.498, atom 9 (H): 0.262, atom 10 (H): 0.313, atom 11 (H): 0.330, atom 12 (H): 0.318, atom 13 (H): 0.331, atom 14 (H): 0.270, atom 15 (H): 0.297, atom 16 (H): 0.315, atom 17 (H): 0.293, atom 18 (H): 0.334, atom 19 (H): 0.319, atom 20 (H): 0.307, atom 21 (H): 0.310, atom 22 (H): 0.249

No. 4
C6H15AsNO2 as an isolated structure, computed with ωB97M-V/def2-TZVPD.

Geometry (Å):
1 As 2.132481 0.410529 -0.221107
2 O -1.112448 -0.429540 0.633266
3 O -0.531824 -2.490885 1.366307
4 N -0.844140 -0.185459 -2.803844
5 C 0.617926 1.335325 0.852376
6 C -2.830970 -1.871079 1.443944
7 C -0.176782 0.740756 -2.217981
8 C 1.283860 0.868010 -2.093208
9 C -0.463538 0.525540 1.525283
10 C -1.365725 -1.640326 1.167211
11 H 2.848775 1.856506 -0.207892
12 H -3.322088 -2.234159 0.540873
13 H 1.747687 0.147739 -2.777774
14 H 1.616568 1.870094 -2.381430
15 H -3.322811 -0.959938 1.778265
16 H -0.183130 -0.849919 -3.211883
17 H 0.152335 2.138286 0.269334
18 H -1.266337 1.191891 1.867557
19 H -2.917384 -2.640051 2.212798
20 H -0.776028 1.510879 -1.719912
21 H 1.169171 1.827260 1.661544
22 H -0.084473 0.000020 2.406527
23 H 2.830376 0.053755 1.172771
24 H 3.386909 -0.199557 -1.006540
25 H 1.411591 -0.975680 -0.256483

Atomic forces in eV per Å
As 0.5 0.0 0.4
O 0.0 0.1 0.3
O -0.3 0.6 0.1
N 0.1 0.2 0.2
C -0.3 0.2 0.2
C -0.1 -0.3 0.2
C -0.1 -0.1 -0.1
C -0.3 -0.2 -0.7
C 0.1 0.2 0.0
C 0.3 -0.5 -0.2
H -0.1 0.0 0.0
H 0.0 0.1 -0.1
H 0.1 0.0 0.1
H 0.0 0.1 0.3
H 0.0 0.1 -0.1
H 0.0 0.0 0.0
H 0.1 -0.1 -0.2
H -0.1 -0.1 0.1
H 0.0 0.0 -0.1
H 0.0 0.0 -0.1
H 0.1 0.0 -0.1
H 0.1 -0.2 -0.2
H 0.0 0.0 0.0
H 0.0 0.1 0.0
H -0.1 0.0 -0.1

**Frontier orbital gap**: 6.823 eV
**Net charge**: -1
**E**: -2678.46303 Ha
**HOMO**: -3.42 eV
**Molecular weight**: 208.11 u

So, what does the natural (NBO) scheme give us? The charges, in e, come out as: atom 1 (As): 0.733, atom 2 (O): -0.553, atom 3 (O): -0.568, atom 4 (N): -0.698, atom 5 (C): -0.762, atom 6 (C): -0.727, atom 7 (C): 0.153, atom 8 (C): -0.814, atom 9 (C): -0.073, atom 10 (C): 0.821, atom 11 (H): -0.222, atom 12 (H): 0.239, atom 13 (H): 0.192, atom 14 (H): 0.207, atom 15 (H): 0.218, atom 16 (H): 0.308, atom 17 (H): 0.183, atom 18 (H): 0.155, atom 19 (H): 0.218, atom 20 (H): 0.142, atom 21 (H): 0.205, atom 22 (H): 0.175, atom 23 (H): -0.190, atom 24 (H): -0.189, atom 25 (H): -0.155